Entry 1:
# C43H32ClEuN2O6P

C43H32ClEuN2O6P as an isolated structure at a distorted geometry (ωB97M-V/def2-TZVPD, the OMol25 dataset).

```
! wB97M-V def2-TZVPD RIJCOSX def2/J DEFGRID3
* xyz 0 8
C 14.87 7.86 13.01
C 14.41 8.92 13.77
H 19.99 11.06 12.49
H 14.12 12.46 10.51
C 13.91 13.57 8.68
C 13.01 13.49 6.63
H 19.43 9.49 14.66
H 11.11 16.06 15.33
H 22.58 17.97 14.41
C 21.77 17.44 13.88
H 7.85 13.43 13.33
O 13.83 14.70 6.77
O 13.22 12.78 7.83
C 8.97 13.35 13.38
H 13.65 15.71 15.90
H 13.42 12.90 5.77
C 9.59 12.16 12.91
H 14.79 16.81 8.28
C 21.88 13.02 15.71
C 22.19 13.70 12.16
H 14.16 7.13 12.50
H 19.23 10.58 16.03
C 15.31 9.91 14.21
C 22.42 12.87 17.01
H 15.94 16.34 10.52
H 11.96 13.74 6.49
H 19.92 14.39 18.78
C 14.86 15.79 8.70
H 23.41 12.49 17.15
H 11.44 11.03 13.05
C 21.69 13.30 18.11
O 15.11 13.94 15.03
C 14.32 14.69 8.02
H 22.14 14.80 12.23
C 21.90 10.99 11.52
Cl 18.16 14.41 16.65
O 17.49 10.33 14.96
O 16.42 12.76 12.04
H 19.14 15.46 11.90
H 16.65 6.86 12.21
C 11.08 14.23 14.21
P 19.95 13.76 13.89
H 22.08 13.20 19.10
C 14.32 13.40 10.03
C 11.73 15.23 14.99
C 15.36 15.56 9.98
C 20.59 13.53 15.52
C 23.12 13.08 11.34
C 20.92 11.63 12.32
C 20.31 15.50 13.71
H 9.00 11.44 12.34
N 14.93 11.23 14.47
C 16.68 9.56 14.16
H 21.85 15.74 15.15
C 16.25 7.63 12.86
C 20.22 17.26 12.03
N 13.62 11.47 14.13
C 13.04 15.02 15.29
H 22.56 12.87 14.84
C 23.04 11.71 11.10
H 23.83 11.27 10.46
H 18.27 8.33 13.27
H 19.91 17.60 11.04
C 10.95 11.95 13.24
H 9.27 15.33 14.21
C 19.86 13.83 16.70
C 21.28 16.24 14.39
Eu 16.84 12.76 14.29
C 19.85 16.03 12.45
C 21.06 13.00 12.70
H 13.33 9.09 13.90
C 15.18 14.31 10.57
C 18.75 9.79 15.45
C 13.82 13.85 14.85
C 11.70 12.95 13.81
H 23.94 13.72 11.02
O 16.46 14.95 12.57
C 20.41 13.85 17.96
H 21.82 9.96 11.15
C 9.71 14.39 13.89
C 21.25 17.96 12.73
C 13.13 12.71 14.31
H 18.51 8.98 16.16
C 16.05 14.01 11.83
C 17.19 8.45 13.46
H 21.61 18.87 12.26
*
```

Calculated values
**Maximum force**: 3.9 eV/Å
**⟨S²⟩**: 15.83
**Electronic energy**: -101513.0689 eV
**Energy above the lowest of the compared OMol25 structures with the same formula, charge and spin**: 139.2 kJ/mol

Entry 2:
# C3H6N2S

A 2-piece molecular cluster, C3H6N2S overall at a distorted geometry (ωB97M-V/def2-TZVPD, the OMol25 dataset).

```
! wB97M-V def2-TZVPD RIJCOSX def2/J DEFGRID3
* xyz 0 1
H 0.77 1.31 1.15
H 1.77 1.76 -1.39
C 1.20 0.43 0.61
H -2.41 -2.61 0.74
H 0.51 1.26 -2.70
H 0.91 -0.37 1.21
H 2.26 0.57 0.36
C 0.50 0.38 -0.75
N -2.58 -1.15 1.88
N -2.99 -2.03 1.27
C 0.97 1.06 -1.76
S -0.92 -0.61 -0.62
*
```

Calculated values
**Maximum force**: 3.8 eV/Å
**Electronic energy**: -17019.3940 eV
**Energy above the lowest of the compared OMol25 structures with the same formula, charge and spin**: 448.4 kJ/mol

Entry 3:
# C3H2N2O2

One molecule with the formula C3H2N2O2 (ωB97M-V/def2-TZVPD, the OMol25 dataset).

```
! wB97M-V def2-TZVPD RIJCOSX def2/J DEFGRID3
* xyz 0 1
O 0.96 1.93 1.54
C 0.03 0.18 0.26
N -0.62 0.04 -1.80
O -0.40 0.91 -0.76
C 0.41 0.86 1.53
H 0.17 0.30 2.45
C -0.30 -1.12 -1.31
H -0.35 -2.02 -1.91
N 0.10 -1.09 0.00
*
```

Calculated values
**Maximum force**: 0.5 eV/Å
**Electronic energy**: -10216.5807 eV
**SMILES string**: O=Cc1ncno1
**Energy above the lowest of the compared OMol25 structures with the same formula, charge and spin**: 155.2 kJ/mol

Entry 4:
# C36H61BN8O2P2S3Ti

C36H61BN8O2P2S3Ti as an isolated structure (ωB97M-V/def2-TZVPD, the OMol25 dataset).

```
! wB97M-V def2-TZVPD RIJCOSX def2/J DEFGRID3
* xyz 2 1
C -1.46 3.69 1.77
N 1.02 -1.67 -0.41
C 3.09 -0.94 -1.05
H 3.39 3.85 0.62
H -2.41 -5.04 -2.19
H 3.19 1.02 2.04
C 2.43 4.35 0.48
H -0.46 4.05 4.50
H -0.89 -1.03 -2.67
C 0.52 -3.79 6.09
S 1.28 2.35 4.28
H 0.38 3.32 -5.01
H 1.93 -0.20 1.78
H 0.38 5.37 -2.11
H 5.99 -2.42 -1.89
O -1.81 1.03 -1.13
C 2.87 -3.34 -0.93
C -2.38 4.59 2.18
O -4.03 1.11 -1.57
N 0.33 2.03 1.96
C -1.86 -2.92 -2.20
C -2.42 4.08 -0.20
N -2.08 0.42 1.24
H -2.10 -5.85 1.41
P -1.73 -2.47 -0.39
H -0.66 -4.76 -2.15
C -3.14 0.97 -0.80
H -2.33 4.97 -2.13
C 2.31 -2.07 -0.80
C 4.96 -2.31 -1.59
H -0.39 -2.85 7.86
H -4.06 -2.97 -2.19
H -1.86 -1.46 6.20
H -4.36 -4.80 0.93
S -0.60 -0.83 3.68
H 3.55 5.72 -1.44
H -1.45 -3.35 2.54
S -3.30 5.10 0.84
H -3.33 -2.73 -3.77
H -4.12 0.30 0.86
C 2.65 2.20 -3.99
N -3.27 0.78 0.57
C 0.55 3.56 -3.96
H -0.63 -5.10 0.81
H 0.97 0.22 -3.19
H -2.15 0.66 2.22
C 0.07 -2.70 0.01
H 3.20 1.89 0.02
N 0.56 -2.94 4.90
C -3.24 -2.48 -2.71
H 1.24 6.35 -0.93
H -2.88 -2.38 2.22
H 5.03 -0.16 -1.63
H -2.56 4.97 3.17
C 2.81 1.54 -0.94
H -4.48 -3.17 0.28
H 1.70 3.92 1.15
P 1.41 2.61 -1.45
H 2.88 5.00 -2.88
B 0.99 -0.24 -0.43
C -0.42 3.03 2.57
H -1.82 -5.74 -0.32
C 4.42 -1.04 -1.45
H -0.53 1.17 -3.16
C -0.05 3.31 3.84
C 0.83 5.36 -1.12
H 1.44 -3.71 6.65
C -3.90 -4.09 0.24
N -1.49 3.39 0.43
H -0.42 3.74 -3.50
H -2.19 3.20 -2.12
H 3.63 1.59 -1.65
H 0.05 5.17 -0.38
H -1.94 -0.60 1.14
H 2.30 -4.24 -0.73
H 3.98 4.07 -1.85
N -1.09 -2.08 6.02
H 0.35 -4.83 5.82
C 4.19 -3.44 -1.33
C -0.82 -2.08 -2.95
H -1.01 -2.15 -4.02
C -2.44 -3.87 0.65
C -2.45 -3.38 2.11
C -0.68 -3.20 6.87
H -1.49 -3.91 6.98
H -3.38 -1.40 -2.61
H -3.76 3.95 -1.87
H 2.57 5.40 0.77
H 0.12 -2.81 1.10
C -2.69 4.05 -1.66
H 1.13 4.48 -3.93
H 2.46 2.03 -5.06
H -1.57 -4.50 -3.63
H -4.00 -4.51 -0.76
C 2.31 0.55 2.47
C 1.28 1.58 2.77
H 2.60 0.04 3.39
C 1.28 2.38 -3.31
H 1.19 -3.05 4.13
N 2.30 0.19 -0.84
C 1.98 4.34 -0.99
Ti -0.47 1.35 0.03
H 0.20 -2.42 -2.77
C 0.47 1.11 -3.58
H 0.40 -3.65 -0.42
H 4.63 -4.42 -1.44
C 3.16 4.79 -1.85
C -0.37 -1.98 4.90
C -1.70 -5.21 0.62
H 3.29 3.07 -3.92
H -3.05 -4.06 2.71
H 0.36 0.99 -4.66
C -1.61 -4.39 -2.55
H 3.18 1.32 -3.63
*
```

Calculated values
**Maximum force**: 0.7 eV/Å
**Electronic energy**: -129206.2961 eV
**Energy above the lowest of the compared OMol25 structures with the same formula, charge and spin**: 0.0 kJ/mol

Entry 5:
# C5H5NO2S

One molecule with the formula C5H5NO2S at a distorted geometry (ωB97M-V/def2-TZVPD, the OMol25 dataset).

```
! wB97M-V def2-TZVPD RIJCOSX def2/J DEFGRID3
* xyz 0 1
C -0.86 0.73 0.58
H -3.35 -1.03 -0.77
O 1.90 -0.69 -1.37
C -2.47 -0.77 -0.15
C 1.45 -0.15 -0.23
C -0.04 -0.09 -0.12
H 3.12 1.09 -0.02
H 2.80 -0.83 -1.51
O 2.18 -0.50 0.94
C -2.24 0.30 0.62
N 2.24 0.82 0.38
H -3.08 0.84 1.12
H -0.69 1.69 1.21
S -0.97 -1.42 -0.70
*
```

Calculated values
**Maximum force**: 3.6 eV/Å
**Electronic energy**: -21682.7477 eV
**SMILES string**: O[C@]1(c2cccs2)NO1
**Energy above the lowest of the compared OMol25 structures with the same formula, charge and spin**: 326.9 kJ/mol

Entry 6:
# H4O2

A 2-piece molecular cluster, H4O2 overall at a distorted geometry (ωB97M-V/def2-TZVPD, the OMol25 dataset).

```
! wB97M-V def2-TZVPD RIJCOSX def2/J DEFGRID3
* xyz 0 1
H -0.64 0.52 -2.04
H -0.99 -0.92 -1.57
H 1.05 0.10 0.89
O 1.31 0.29 1.82
O -1.27 0.02 -1.48
H 0.55 -0.02 2.36
*
```

Calculated values
**Maximum force**: 1.3 eV/Å
**Electronic energy**: -4159.7175 eV
**SMILES string**: O.O
**Energy above the lowest of the compared OMol25 structures with the same formula, charge and spin**: 21.4 kJ/mol

Entry 7:
# C22H31Cl3N3NdO3

C22H31Cl3N3NdO3 as an isolated structure at a distorted geometry (ωB97M-V/def2-TZVPD, the OMol25 dataset).

```
! wB97M-V def2-TZVPD RIJCOSX def2/J DEFGRID3
* xyz 0 4
C 0.82 -4.91 -0.90
C -0.08 0.89 4.71
C 0.39 2.45 -2.71
C 0.02 -0.44 6.75
H 4.64 1.19 -1.78
H 0.31 5.28 -4.58
H -0.16 1.83 4.17
H -0.42 -5.64 1.55
H -4.20 2.38 -1.24
C 0.01 0.08 -3.46
H -4.42 0.97 -0.15
H 0.04 -0.48 7.84
C 3.56 1.37 -1.68
Cl 0.04 2.65 1.38
H 0.30 -2.56 6.36
H 4.60 1.87 0.76
H -1.60 -4.30 1.40
C -0.14 1.55 -3.65
H 0.96 4.49 -2.30
C 0.16 -1.43 4.56
C -0.76 2.05 -4.81
H -1.42 1.38 -5.36
H -3.84 2.50 0.49
C 0.54 3.80 -3.03
H 3.38 2.44 -1.84
O 1.65 -0.33 0.85
H -3.25 -0.84 -1.98
C -2.38 1.36 -0.63
C 2.21 -0.02 -0.24
O -0.74 -2.26 0.97
H -3.06 -1.80 -0.52
H 3.02 0.80 -2.43
N 0.04 -0.23 3.97
H -1.00 -0.43 -3.52
H 0.61 2.08 -1.72
C 3.51 1.75 0.79
H 0.80 -2.38 -0.40
H 3.05 2.75 0.77
H 1.98 -0.57 -1.16
C -3.79 1.84 -0.37
C -0.96 -4.99 0.85
C -0.12 0.80 6.12
C -0.59 3.39 -5.18
N 3.09 0.97 -0.36
Cl -3.09 -0.11 2.54
Cl -0.32 2.24 7.02
O 1.02 -0.57 -3.16
H -1.68 -1.58 -1.66
H 0.19 -5.47 -1.60
Nd -0.75 0.08 1.48
C -2.06 0.10 -0.38
H 0.29 -2.28 3.87
H -1.55 -5.62 0.18
H 3.21 1.24 1.71
H 1.40 -4.15 -1.43
C 0.10 4.25 -4.30
C -2.53 -1.06 -1.16
C 0.04 -2.90 0.20
C 0.17 -1.57 5.95
H -1.00 3.77 -6.13
N -0.01 -4.22 0.07
H 1.50 -5.62 -0.41
H -1.73 2.13 -1.10
*
```

Calculated values
**Maximum force**: 4.7 eV/Å
**⟨S²⟩**: 3.76
**Electronic energy**: -86774.5058 eV

Entry 8:
# C21H44N3O10

C21H44N3O10 as an isolated structure at a distorted geometry (ωB97M-V/def2-TZVPD, the OMol25 dataset).

```
! wB97M-V def2-TZVPD RIJCOSX def2/J DEFGRID3
* xyz 1 1
C 3.04 -0.67 0.48
H -2.67 -3.53 2.47
O 3.00 0.53 0.51
H -2.67 2.64 -3.64
H 1.78 4.26 2.97
C 0.72 3.80 3.20
O -1.08 0.31 1.18
C 1.13 2.99 0.23
H 1.42 2.07 0.81
C -2.21 -3.96 -1.78
O 2.76 -4.94 0.74
O -0.56 -1.41 0.06
H 0.30 4.42 4.11
H -3.24 -4.18 -2.25
H 0.21 1.83 -1.08
C -2.39 -4.05 -0.36
H 2.00 2.60 -1.71
H -3.12 -2.15 -0.13
H 3.06 3.74 0.32
H -0.86 3.14 -2.99
H -1.20 -2.16 -2.54
C -3.38 4.34 -0.99
H 1.09 -0.81 1.72
C 0.89 2.66 -1.25
H 0.69 -4.06 -0.61
H -1.45 1.60 -3.65
H -2.81 1.46 -1.55
H 1.90 5.08 0.13
H -0.01 3.83 2.43
H 0.94 -2.41 -1.92
C 4.11 -1.49 -0.15
H -1.62 -3.11 -1.90
H -0.77 2.81 1.12
C -3.31 -2.83 1.83
H 1.64 -4.62 -3.66
H -4.50 -3.40 1.75
C 0.88 2.36 3.64
H 1.09 2.73 5.77
H 1.08 -3.18 1.84
O -0.04 0.57 -0.66
H 3.04 -3.81 -2.57
O -1.73 3.43 0.48
O 0.19 -4.16 -1.45
C -0.54 -2.76 -3.30
H 2.51 2.63 4.91
H 2.50 4.27 1.61
H 2.04 -2.94 -3.86
C -1.75 2.42 -3.11
H -3.11 -1.88 2.30
C 2.77 -3.75 0.63
N -0.67 -0.20 0.08
C 1.86 -2.91 1.25
O -0.42 1.71 3.75
C 1.98 -1.41 1.30
H -0.69 1.40 2.79
C 0.72 -3.20 -2.36
C 2.14 4.04 0.59
C 3.98 -3.03 -0.13
H 4.85 -0.93 -0.55
N -2.68 -2.78 0.44
C -2.38 3.33 -0.56
H 0.45 3.34 -1.84
O -0.21 3.47 0.65
H 1.48 1.81 2.89
H -4.06 4.62 0.03
H -4.11 3.89 -1.50
N -2.03 2.16 -1.51
H -0.25 -2.15 -3.93
H -1.86 -5.09 -2.06
H -2.91 5.27 -1.49
C 1.99 -3.71 -3.16
H 1.56 1.21 5.25
H 4.72 -3.55 -0.85
H -1.06 -3.64 -3.70
H -1.79 -2.38 0.45
C 1.64 2.20 4.93
H -1.37 1.44 -1.10
O -2.65 -5.14 0.25
*
```

Calculated values
**Maximum force**: 16.2 eV/Å
**Electronic energy**: -47403.5804 eV
**Energy above the lowest of the compared OMol25 structures with the same formula, charge and spin**: 1148.7 kJ/mol

- Among the records above, which one has the lowest electronic energy?
  C36H61BN8O2P2S3Ti